[1]
# C4H7NO2

The molecule C4H7NO2 (ωB97M-V/def2-TZVPD, the Open Molecules 2025 dataset).

Summary:
structure (SMILES)	C[C@@]1(C(N)=O)CO1
HOMO	-9.83	eV
relative energy (zero: lowest compared OMol25 entry of this formula, charge and spin)	67.7	kcal per mole
total charge	0

Geometry (Å):
C: 1.4244 -1.2097 0.4048
C: 0.3368 -0.1479 0.2221
C: 0.6591 1.0334 -0.5711
O: -0.1189 0.0436 -1.2120
C: -1.2331 -0.2628 0.3540
O: -1.7530 -1.3535 0.3478
N: -1.9787 0.9422 0.4595
H: 1.9854 -1.2873 -0.5398
H: 2.1774 -0.9990 1.1832
H: 0.9836 -2.1804 0.6250
H: 0.2069 1.9909 -0.3332
H: 1.6002 1.0605 -1.1072
H: -2.9289 0.7147 0.7303
H: -1.9961 1.5715 -0.3394

Force components x, y, z for each atom (eV/Å):
-0.48 -0.05 0.02
-0.94 -0.49 -1.16
0.07 0.50 -0.24
0.78 0.06 -1.18
0.43 -0.49 1.30
0.28 0.42 0.54
0.07 -0.11 0.24
-0.33 0.04 0.21
-0.61 0.31 -0.13
-0.06 -0.01 -0.06
-0.09 -0.01 -0.21
0.43 0.30 0.66
0.12 -0.12 -0.22
0.34 -0.35 0.23

Löwdin atomic charges, in units of e:
1 C -0.001
2 C -0.248
3 C -0.116
4 O -0.043
5 C -0.484
6 O 0.083
7 N 0.123
8 H 0.093
9 H 0.087
10 H 0.080
11 H 0.111
12 H 0.124
13 H 0.095
14 H 0.094

=====

[2]
# CHF3NO

A cluster of 2 separate species, CHF3NO in total (ωB97M-V/def2-TZVPD, the Open Molecules 2025 dataset).

Summary:
HOMO (spin up / spin down)	-2.90 / -2.90	eV
relative energy (zero: lowest compared OMol25 entry of this formula, charge and spin)	46.7	kcal per mole
total charge	-1

Geometry (Å):
C: -0.5127 -0.8103 1.7350
N: -0.9462 -0.6462 -0.4183
O: 0.1529 -0.9263 -1.0188
F: -0.5670 -2.0975 2.4014
F: 0.7635 -0.2134 1.8705
F: -1.4560 -0.0209 2.3769
H: -1.5154 -1.5458 -0.1857

Force components x, y, z for each atom (eV/Å):
-0.72 -0.09 -2.38
1.49 -1.36 0.79
-1.94 0.22 0.49
0.73 1.95 0.05
-1.70 -1.11 1.07
1.22 -0.48 0.55
0.92 0.86 -0.58

Löwdin atomic charges, in units of e:
1 C -0.400
2 N -0.142
3 O -0.330
4 F -0.086
5 F -0.042
6 F -0.033
7 H 0.034

=====

Calculated values (eV/A) of largest force on an atom for the records, taken in order: 1.6 2.5.